Entry 1:
# C37H65Cl24F10N6O3

A cluster of 13 separate species, C37H65Cl24F10N6O3 in total (wB97M-V/def2-TZVPD, the OMol25 dataset).

Its HOMO-LUMO gap is 8.647 eV. Its net charge is +1.

Atoms and positions in Å:
N: -1.623 -2.960 0.959
C: -1.881 -2.646 -0.427
C: -2.932 -1.471 -0.629
O: -4.202 -2.111 -0.527
C: -2.736 -0.809 -2.061
N: -2.789 0.648 -2.085
C: -1.886 1.649 -2.197
N: -0.527 1.583 -2.276
C: 0.065 2.931 -2.471
O: 1.292 2.887 -3.205
C: 1.271 3.601 -4.347
F: 2.467 3.447 -4.916
F: 0.383 3.132 -5.237
F: 1.114 4.902 -4.158
C: 0.203 0.385 -2.136
F: 0.109 -0.476 -3.167
F: -0.256 -0.155 -0.957
C: 1.747 0.501 -1.849
F: 2.051 -0.597 -1.115
F: 2.062 1.504 -1.017
C: 2.745 0.422 -3.067
F: 2.298 0.750 -4.268
F: 3.270 -0.802 -3.156
F: 3.784 1.227 -2.783
N: -2.604 2.753 -2.220
C: -3.913 2.544 -2.090
N: -4.946 3.424 -2.084
N: -3.996 1.188 -1.995
C: -5.346 0.638 -1.855
C: -5.908 1.020 -0.415
C: -6.562 -0.157 0.340
O: -5.235 0.423 0.677
H: -2.474 -3.146 1.479
H: -1.043 -2.259 1.404
H: -0.946 -2.488 -0.987
H: -2.364 -3.536 -0.884
H: -2.777 -0.736 0.173
H: -4.345 -2.670 -1.304
H: -3.556 -1.241 -2.664
H: -1.841 -1.295 -2.456
H: 0.274 3.348 -1.478
H: -0.592 3.571 -3.076
H: -5.426 3.429 -2.989
H: -4.534 4.371 -2.004
H: -6.043 1.138 -2.548
H: -5.458 -0.442 -1.969
H: -6.358 2.018 -0.295
H: -6.506 -1.146 -0.112
H: -7.242 0.105 1.151
Cl: -5.851 7.689 -3.430
C: -4.223 8.277 -3.009
C: -3.235 7.151 -2.853
Cl: -3.575 6.155 -1.409
H: -4.304 8.869 -2.098
H: -3.906 8.934 -3.815
H: -2.230 7.553 -2.729
H: -3.234 6.496 -3.724
Cl: -5.785 7.611 0.418
C: -6.870 8.930 0.932
C: -7.959 9.194 -0.078
Cl: -7.324 9.897 -1.587
H: -6.262 9.816 1.106
H: -7.312 8.627 1.880
H: -8.673 9.909 0.330
H: -8.497 8.283 -0.333
Cl: 8.130 3.370 -1.661
C: 7.601 2.306 -2.988
C: 7.887 0.852 -2.701
Cl: 9.630 0.490 -2.715
H: 8.091 2.637 -3.901
H: 6.527 2.454 -3.102
H: 7.429 0.229 -3.470
H: 7.487 0.549 -1.735
Cl: 2.482 -4.189 -1.553
C: 4.056 -3.466 -1.131
C: 5.146 -4.499 -0.987
Cl: 4.912 -5.534 0.444
H: 3.927 -2.894 -0.214
H: 4.310 -2.775 -1.933
H: 6.108 -4.002 -0.863
H: 5.206 -5.143 -1.862
Cl: -1.373 -5.020 3.496
C: -2.666 -5.049 4.722
C: -4.031 -5.201 4.101
Cl: -4.522 -3.747 3.183
H: -2.593 -4.137 5.312
H: -2.463 -5.893 5.374
H: -4.775 -5.347 4.883
H: -4.070 -6.054 3.426
Cl: -2.552 -5.844 7.863
C: -3.855 -5.868 9.082
C: -5.217 -6.022 8.451
Cl: -5.693 -4.572 7.529
H: -3.781 -4.949 9.671
H: -3.657 -6.714 9.742
H: -5.968 -6.166 9.227
H: -5.253 -6.877 7.779
Cl: 9.090 -4.656 2.306
C: 9.006 -5.442 0.709
C: 9.779 -4.681 -0.342
Cl: 9.013 -3.118 -0.743
H: 7.955 -5.546 0.440
H: 9.428 -6.440 0.825
H: 9.815 -5.260 -1.265
H: 10.805 -4.485 -0.023
Cl: -1.889 10.185 -4.174
C: -0.259 10.768 -3.747
C: 0.724 9.633 -3.591
Cl: 0.375 8.634 -2.155
H: -0.340 11.357 -2.837
H: 0.064 11.427 -4.552
H: 1.729 10.032 -3.463
H: 0.724 8.982 -4.463
Cl: -0.768 -8.112 4.518
C: 0.801 -7.402 4.973
C: 1.884 -8.446 5.094
Cl: 1.630 -9.521 6.492
H: 0.666 -6.856 5.905
H: 1.062 -6.687 4.193
H: 2.848 -7.959 5.241
H: 1.945 -9.063 4.200
Cl: -3.813 1.545 -5.160
C: -2.696 1.534 -6.554
C: -2.338 2.931 -7.002
Cl: -3.725 3.774 -7.732
H: -3.162 0.963 -7.354
H: -1.797 1.006 -6.237
H: -1.558 2.883 -7.761
H: -1.973 3.535 -6.174
Cl: -3.415 -3.671 11.344
C: -3.099 -1.950 10.996
C: -4.265 -1.285 10.307
Cl: -4.497 -1.886 8.644
H: -2.193 -1.890 10.397
H: -2.909 -1.464 11.952
H: -4.084 -0.213 10.235
H: -5.193 -1.438 10.853
Cl: 12.788 -5.395 0.063
C: 13.906 -5.291 -1.322
C: 14.107 -3.866 -1.776
Cl: 12.635 -3.190 -2.519
H: 13.513 -5.914 -2.122
H: 14.856 -5.713 -0.996
H: 14.892 -3.828 -2.531
H: 14.396 -3.220 -0.950


Entry 2:
# C38H26Cl2N4O5V

A structure of composition C38H26Cl2N4O5V (wB97M-V/def2-TZVPD, the OMol25 dataset).

The spin multiplicity is 3. Its HOMO-LUMO gap (spin up / spin down) is 6.933 / 7.231 eV. Its net charge is -1. Its expectation value of S² is 2.02.

Atoms and positions in Å:
V: 1.100 0.677 0.740
Cl: 3.606 -5.507 1.793
C: 3.243 -3.817 2.036
C: 2.934 -3.046 0.914
C: 2.630 -1.709 1.077
N: 2.296 -0.770 0.068
C: 2.634 -0.932 -1.222
O: 3.104 -1.914 -1.783
C: 2.394 0.339 -2.020
C: 2.475 0.305 -3.399
C: 2.266 1.477 -4.104
C: 1.999 2.641 -3.404
C: 1.940 2.584 -2.024
N: 2.133 1.462 -1.331
C: 2.652 -1.127 2.369
C: 2.985 -1.896 3.467
C: 3.270 -3.248 3.294
Cl: 3.649 -4.190 4.714
N: 2.271 0.219 2.350
C: 2.370 1.059 3.372
O: 2.831 0.914 4.503
C: 1.811 2.413 2.946
C: 1.830 3.506 3.785
C: 1.310 4.705 3.331
C: 0.792 4.776 2.049
C: 0.807 3.639 1.262
N: 1.309 2.477 1.704
H: 2.931 -3.493 -0.068
H: 2.693 -0.640 -3.876
H: 2.300 1.480 -5.187
H: 1.811 3.578 -3.911
H: 1.726 3.476 -1.448
H: 3.019 -1.449 4.448
H: 2.248 3.375 4.773
H: 1.301 5.577 3.975
H: 0.361 5.688 1.659
H: 0.375 3.615 0.271
O: -0.395 -1.043 -0.891
C: -1.346 -0.281 -1.628
C: -0.953 1.202 -1.464
O: -1.185 2.024 -2.334
O: -0.464 1.458 -0.294
C: -2.743 -0.482 -1.035
C: -3.546 0.563 -0.599
C: -4.796 0.305 -0.049
C: -5.256 -0.998 0.074
C: -4.460 -2.048 -0.367
C: -3.217 -1.788 -0.921
C: -1.304 -0.719 -3.089
C: -2.223 -0.208 -4.004
C: -2.162 -0.569 -5.340
C: -1.180 -1.452 -5.785
C: -0.273 -1.974 -4.876
C: -0.335 -1.610 -3.531
H: -0.816 -1.448 -0.122
H: -3.195 1.585 -0.681
H: -5.408 1.130 0.294
H: -6.227 -1.196 0.512
H: -4.809 -3.070 -0.282
H: -2.603 -2.609 -1.281
H: -2.983 0.484 -3.664
H: -2.884 -0.164 -6.039
H: -1.126 -1.726 -6.832
H: 0.495 -2.665 -5.205
H: 0.376 -2.016 -2.824
C: -2.262 -1.026 3.991
C: -1.489 -1.912 3.254
C: -0.569 -1.435 2.323
C: -0.366 -0.062 2.072
C: -1.192 0.796 2.825
C: -2.110 0.337 3.764
H: -2.970 -1.389 4.726
H: -1.593 -2.982 3.407
H: 0.024 -2.176 1.788
H: -1.142 1.871 2.665
H: -2.716 1.048 4.318


Entry 3:
# C3H9N4

The ion C3H9N4 with charge +1 (wB97M-V/def2-TZVPD, the OMol25 dataset).

As for the structure (SMILES): NC1=CC[N@@H+](N)N1. Its HOMO-LUMO gap is 9.368 eV. Its net charge is +1.

Atoms and positions in Å:
N: 2.232 0.624 0.461
C: 1.058 0.151 -0.091
C: 0.625 -1.093 0.147
C: -0.782 -1.371 -0.311
N: -1.124 0.249 -0.472
N: -1.687 0.653 0.815
N: 0.115 0.904 -0.761
H: 3.028 0.070 0.400
H: 2.402 1.528 0.636
H: 1.290 -1.859 0.629
H: -0.929 -1.868 -1.289
H: -1.524 -1.860 0.375
H: -1.928 0.494 -1.121
H: -0.910 0.731 1.453
H: -2.182 1.556 0.866
H: 0.317 1.091 -1.736


Entry 4:
# C3H4O3Y

A structure of composition C3H4O3Y (wB97M-V/def2-TZVPD, the OMol25 dataset).

The spin multiplicity is 2. Its HOMO-LUMO gap (spin up / spin down) is 4.743 / 7.465 eV. Its expectation value of S² is 0.75.

Atoms and positions in Å:
C: 0.499 -0.005 0.272
O: -1.749 -0.485 -0.402
C: -1.810 0.845 -0.123
C: -0.478 -1.021 -0.070
O: -0.645 1.301 0.225
O: -2.883 1.394 0.032
H: 0.671 -0.031 1.363
H: -0.499 -1.736 0.758
H: 0.238 -1.260 -1.026
Y: 2.555 1.087 -0.748
H: 4.101 -0.088 -0.281